C29H21F3N6O2RuS6 | ωB97M-V/def2-TZVPD

The geometry in XYZ format:
```
68
C29H21F3N6O2RuS6, DFT ωB97M-V/def2-TZVPD
Ru 0.35291 0.50100 -0.61671
O -6.81693 2.13720 -2.53083
N -5.76504 2.72729 -2.35304
O -5.60101 3.90588 -2.62893
C -4.63887 1.96789 -1.83524
C -4.87741 0.62349 -1.62942
C -3.85989 -0.21432 -1.18309
C -4.02918 -1.60092 -0.94188
C -2.98196 -2.35452 -0.50331
C -1.72487 -1.73509 -0.31021
N -1.53036 -0.46211 -0.54090
C -2.57314 0.33210 -0.95752
C -2.33073 1.71223 -1.11233
N -1.07762 2.16142 -0.82144
C -0.79035 3.49141 -0.91041
C -1.73351 4.38220 -1.33167
C -3.02634 3.94563 -1.67190
C -3.36584 2.58569 -1.55849
H -5.86492 0.23609 -1.82940
H -5.00352 -2.04593 -1.10306
H -3.08906 -3.40945 -0.29801
H -0.87191 -2.30518 0.03584
H 0.21473 3.78594 -0.63853
H -1.48517 5.43237 -1.39572
H -3.76189 4.65401 -2.00326
F 4.67935 -0.63443 7.47801
C 3.44912 -1.18164 7.48020
F 2.76661 -0.60235 8.47937
F 3.58862 -2.47811 7.78139
C 2.76701 -0.97331 6.15463
C 2.40295 -2.04844 5.36111
C 1.80519 -1.82293 4.13088
C 1.57683 -0.51953 3.68957
C 1.92255 0.55894 4.51268
C 2.51579 0.32995 5.73832
C 1.06980 -0.26593 2.37509
C 0.74882 0.06329 1.24578
H 2.58782 -3.05787 5.70031
H 1.51914 -2.65767 3.50452
H 1.72518 1.56836 4.17665
H 2.78705 1.16098 6.37684
C 3.28306 -1.98941 -0.31447
S 4.56175 -1.35115 0.78640
C 4.11701 0.24005 1.26043
C 3.34233 1.21888 0.62255
S 2.55924 1.13759 -0.92989
S 3.24935 2.71431 1.43545
C 4.24417 2.33266 2.80547
S 4.62847 3.38795 3.97235
S 4.82679 0.69910 2.75856
H 3.52310 -3.05006 -0.38172
H 3.32222 -1.53340 -1.29725
H 2.30527 -1.85938 0.14217
C -1.16010 -3.64193 -4.85463
C 0.22377 -3.01737 -4.66223
C 0.13885 -1.60996 -4.17430
N 0.41569 -1.23485 -2.97921
N 0.20710 0.10793 -2.77200
C -0.23479 0.74649 -3.83049
N -0.50052 2.05626 -3.89247
S -0.41902 -0.30543 -5.19131
H -1.06377 -4.67299 -5.19004
H -1.73987 -3.09929 -5.60226
H -1.72094 -3.63349 -3.91958
H 0.78150 -3.04274 -5.60030
H 0.80007 -3.57488 -3.92405
H -0.48385 2.62197 -3.05621
H -0.88680 2.45951 -4.72687
```

Values from the calculation:
LUMO energy (spin up / spin down), eV: -3.61 / -6.22
2S+1: 6
Expectation value of S²: 8.836
Gap between HOMO and LUMO (spin up / spin down), eV: 4.395 / 4.951
Net charge: +1

=====

C4H12N3O | ωB97M-V/def2-TZVPD

The geometry in XYZ format:
```
20
C4H12N3O, DFT ωB97M-V/def2-TZVPD
C -0.02103 -0.85527 2.12750
N -2.01692 -0.54737 0.42834
C -2.11730 -0.13548 -1.04207
O -2.57640 1.10652 -1.17177
C 0.86551 -0.00818 1.34022
N 1.05546 -0.59150 -0.00901
C 1.81192 0.34508 -1.02611
N 3.07616 0.81108 -0.69070
H -0.37815 -0.44004 3.06636
H 0.54249 -1.77199 2.33239
H -2.38085 0.31076 0.86711
H -1.12721 -0.26852 -1.51343
H -2.82619 -0.85751 -1.47910
H 0.57566 1.03611 1.18263
H 1.90967 0.00672 1.72667
H 0.60625 -1.48746 0.16008
H 1.69974 -0.16796 -2.00376
H 1.08984 1.16648 -1.05420
H -1.23894 -0.67226 1.21772
H 3.66627 -0.02349 -0.64644
```

Values from the calculation:
LUMO energy, eV: 0.74
ΔE to the lowest compared entry with this formula, charge and spin, kcal per mole: 220.4
Gap between HOMO and LUMO, eV: 3.951
Net charge: -1

=====

C6H5N3O3 | ωB97M-V/def2-TZVPD

The geometry in XYZ format:
```
17
C6H5N3O3, DFT ωB97M-V/def2-TZVPD
O 1.94059 -0.61361 2.41144
N -2.04594 0.83575 -0.49880
N -0.65060 0.93079 1.46002
O -2.42299 2.10007 1.52598
O -1.27655 -0.30926 -2.28464
C 1.57008 -0.43346 1.22743
C -1.65620 1.30351 0.72837
C -1.08467 0.12781 -1.03735
C 0.25411 0.10421 0.93173
C 0.08288 -0.26781 -0.33354
N 2.26613 -0.91546 0.12296
C 1.28880 -0.99042 -0.96656
H -1.75974 2.19328 2.18994
H -2.22104 -0.06952 -2.55568
H 3.10996 -1.50896 0.13162
H 1.55119 -0.47226 -1.91552
H 1.05396 -2.01465 -1.13738
```

Values from the calculation:
LUMO energy, eV: -0.15
SMILES: O=C1NCc2c(O)nc(O)nc21
ΔE to the lowest compared entry with this formula, charge and spin, kcal per mole: 8.2
Gap between HOMO and LUMO, eV: 9.527

=====

C3H7N2OS | ωB97M-V/def2-TZVPD

The geometry in XYZ format:
```
14
C3H7N2OS, DFT ωB97M-V/def2-TZVPD
C 0.66328 1.42640 0.49788
C -0.52355 -0.77495 0.77338
C -1.73814 -0.65266 -0.17153
N 0.46770 0.13754 0.27174
N 1.41459 2.31767 -0.10751
O 1.22223 -0.60670 -0.65302
S -2.61678 0.90942 -0.24982
H -0.87390 -0.59578 1.71578
H -0.12211 -1.80775 0.69212
H -1.31249 -0.78756 -1.21987
H -2.44844 -1.45444 0.17951
H 2.30430 2.05182 -0.58785
H 1.00734 3.24710 -0.16567
H 0.81471 -1.44906 -0.97234
```

Values from the calculation:
LUMO energy (spin up / spin down), eV: -8.04 / -8.16
SMILES: [NH2+]=C=[N+](O)CC[S-]
ΔE to the lowest compared entry with this formula, charge and spin, kcal per mole: 175.0
Gap between HOMO and LUMO (spin up / spin down), eV: 4.991 / 4.884
Net charge: +1

=====

C38H31MoN13O2S | ωB97M-V/def2-TZVPD

The geometry in XYZ format:
```
86
C38H31MoN13O2S, DFT ωB97M-V/def2-TZVPD
Mo 0.48112 0.12468 -0.98561
C 3.37035 -3.21462 -1.49997
C 2.63510 -4.38243 -1.28113
C 1.27143 -4.28538 -1.27719
C 0.65069 -3.03845 -1.44772
N 1.35362 -1.88582 -1.49643
C 2.70596 -2.02516 -1.59461
N -0.69485 -3.09936 -1.65680
C -1.44211 -2.10957 -1.92784
N -1.16044 -0.71246 -1.91673
C -2.37691 -0.09166 -2.22660
N -2.65542 1.15625 -2.31811
C -1.71215 2.12723 -2.26917
C -2.17207 3.40937 -2.64117
C -1.31229 4.46305 -2.72242
C 0.03417 4.23193 -2.41128
C 0.41319 2.98300 -2.02483
N -0.42351 1.90623 -1.92936
C -3.41713 -1.08951 -2.46384
C -4.74922 -0.94006 -2.80559
C -5.48083 -2.10725 -2.97566
C -4.89208 -3.36400 -2.81146
C -3.55301 -3.49731 -2.46992
C -2.83843 -2.32639 -2.30155
H 4.44651 -3.22754 -1.59375
H 3.12644 -5.33831 -1.16046
H 0.62143 -5.14229 -1.18419
H 3.27770 -1.13437 -1.76685
H -3.22307 3.49008 -2.87452
H -1.65647 5.44313 -3.02338
H 0.77327 5.01874 -2.46034
H 1.44061 2.81623 -1.75595
H -5.19180 0.03810 -2.93065
H -6.52763 -2.04937 -3.24148
H -5.49799 -4.24869 -2.95349
H -3.09024 -4.46465 -2.33490
C -2.64135 -0.57967 7.17074
C -2.32234 -0.81851 5.72420
C -3.33328 -0.96129 4.77787
C -3.03862 -1.17937 3.44034
C -1.70947 -1.25883 3.05211
C -0.67825 -1.12920 3.97739
C -0.99123 -0.90545 5.30264
S -1.34938 -1.54456 1.36739
O -0.37519 -2.60594 1.24875
O -2.58070 -1.65945 0.64658
N -0.52339 -0.21728 0.82319
C -0.54462 1.06953 1.31968
C -1.30284 1.69331 2.30940
C -0.99979 3.01042 2.59283
C 0.01765 3.67693 1.91029
C 0.66768 3.01049 0.89950
N 0.36865 1.74036 0.60253
H -3.70849 -0.66427 7.36347
H -2.31928 0.41794 7.47417
H -2.11930 -1.29601 7.80531
H -4.36802 -0.91063 5.09119
H -3.82331 -1.29201 2.70497
H 0.35428 -1.19629 3.66287
H -0.19592 -0.80616 6.03102
H -2.08958 1.17485 2.83279
H -1.55764 3.52867 3.36178
H 0.28535 4.69461 2.15167
H 1.45063 3.48464 0.32407
N 2.19204 -1.35286 1.84600
C 2.86751 -0.34650 1.31039
N 3.93962 0.08621 1.96808
C 4.67576 1.01272 1.36951
N 5.68877 1.55841 2.02926
N 4.48483 1.42281 0.08197
C 3.39791 0.97148 -0.46802
N 2.47049 0.17480 0.10825
C 3.18978 1.24296 -1.91269
C 4.13635 1.87591 -2.69343
C 3.90933 1.97162 -4.06079
C 2.75756 1.41950 -4.59550
C 1.84726 0.81514 -3.74379
N 2.05598 0.73893 -2.42831
H 2.57205 -1.74355 2.69336
H 1.38401 -1.80136 1.42275
H 5.89379 1.25868 2.96737
H 6.28795 2.22157 1.56923
H 5.03132 2.26282 -2.22882
H 4.63282 2.45951 -4.69984
H 2.55518 1.45393 -5.65642
H 0.92343 0.38709 -4.11229
```

Values from the calculation:
LUMO energy (spin up / spin down), eV: -6.83 / -6.83
Gap between HOMO and LUMO (spin up / spin down), eV: 6.445 / 6.445
Net charge: +2